A cluster of 8 separate species, C62H122N8O8 in total in a non-equilibrium geometry. Source: OMol25; level of theory: ωB97M-V/def2-TZVPD.

Last column: Mulliken charge in e.
Element x y z (Å)
1 C -3.761 -2.150 -7.230  -1.4537
2 C -2.947 -3.384 -6.772  1.2812
3 C -2.636 -3.323 -5.240  -1.1918
4 C -3.760 -3.731 -4.282  -0.7555
5 C -4.154 -5.188 -4.742  -1.1038
6 C -4.760 -5.254 -6.211  1.0176
7 N -3.705 -4.629 -7.134  0.7180
8 O -3.973 -4.972 -8.430  -0.2394
9 C -6.121 -4.402 -6.406  -1.4760
10 C -5.004 -6.708 -6.521  -1.5781
11 C -1.561 -3.466 -7.513  -1.6921
12 H -3.200 -1.217 -7.168  0.3994
13 H -4.702 -2.077 -6.684  0.2880
14 H -4.181 -2.311 -8.223  0.4425
15 H -2.176 -2.359 -5.025  0.5735
16 H -1.871 -4.038 -4.939  0.4011
17 H -4.531 -2.963 -4.346  0.3367
18 H -3.433 -3.607 -3.250  0.4404
19 H -4.886 -5.472 -3.986  0.4592
20 H -3.337 -5.898 -4.616  0.4623
21 H -6.553 -4.465 -7.405  0.3996
22 H -6.092 -3.385 -6.015  0.3348
23 H -6.816 -5.016 -5.835  0.4474
24 H -5.504 -7.002 -7.444  0.3710
25 H -5.518 -7.222 -5.709  0.4073
26 H -3.980 -7.078 -6.571  0.4408
27 H -1.086 -4.444 -7.428  0.4447
28 H -0.813 -2.764 -7.144  0.3877
29 H -1.657 -3.272 -8.581  0.4371
30 C -14.240 0.145 -2.429  -1.4731
31 C -13.304 0.069 -1.191  1.1208
32 C -12.997 -1.444 -1.237  -1.4154
33 C -11.907 -1.893 -0.290  -0.7802
34 C -10.628 -1.143 -0.494  -0.9863
35 C -10.785 0.464 -0.592  1.2705
36 N -11.986 0.793 -1.462  0.5656
37 O -12.228 2.207 -1.543  -0.2128
38 C -9.470 0.954 -1.285  -1.6798
39 C -10.797 1.065 0.858  -1.3979
40 C -14.079 0.498 0.152  -1.3389
41 H -13.796 -0.268 -3.335  0.4284
42 H -14.700 1.130 -2.500  0.4100
43 H -14.984 -0.624 -2.221  0.4357
44 H -12.600 -1.695 -2.220  0.4679
45 H -13.905 -2.033 -1.108  0.5382
46 H -11.672 -2.957 -0.274  0.4334
47 H -12.256 -1.641 0.711  0.3073
48 H -10.058 -1.521 -1.343  0.4033
49 H -10.054 -1.492 0.364  0.3532
50 H -9.441 2.040 -1.371  0.4145
51 H -9.323 0.531 -2.278  0.4457
52 H -8.552 0.634 -0.791  0.3847
53 H -9.911 0.739 1.404  0.3990
54 H -11.658 0.579 1.317  0.3879
55 H -10.965 2.132 1.010  0.3431
56 H -13.881 -0.176 0.986  0.3556
57 H -15.162 0.506 0.021  0.3749
58 H -13.699 1.465 0.479  0.3770
59 C 2.895 7.609 -3.280  -1.5842
60 C 2.406 6.782 -4.524  1.2942
61 C 1.427 7.685 -5.357  -1.0626
62 C 2.159 8.789 -6.180  -0.7407
63 C 3.105 8.117 -7.153  -1.1392
64 C 4.228 7.264 -6.397  1.1865
65 N 3.639 6.361 -5.339  0.7228
66 O 4.341 5.161 -5.018  -0.2298
67 C 5.225 8.264 -5.746  -1.5593
68 C 4.969 6.327 -7.424  -1.6636
69 C 1.593 5.535 -4.170  -1.7206
70 H 2.083 7.528 -2.557  0.4512
71 H 3.100 8.669 -3.430  0.3214
72 H 3.803 7.162 -2.874  0.4057
73 H 0.653 8.136 -4.737  0.5139
74 H 0.932 7.129 -6.152  0.3880
75 H 2.620 9.562 -5.565  0.3442
76 H 1.479 9.434 -6.738  0.4193
77 H 3.569 8.866 -7.795  0.4843
78 H 2.635 7.566 -7.967  0.4265
79 H 5.866 8.681 -6.523  0.4340
80 H 5.872 7.838 -4.979  0.4049
81 H 4.788 9.141 -5.268  0.3259
82 H 4.448 5.448 -7.804  0.4372
83 H 5.919 5.955 -7.038  0.4094
84 H 5.244 6.813 -8.360  0.4271
85 H 1.379 4.881 -5.016  0.4400
86 H 0.615 5.769 -3.749  0.4066
87 H 2.116 4.857 -3.497  0.4283
88 C 9.510 -7.277 -3.577  -1.7086
89 C 8.047 -6.820 -3.556  1.2180
90 C 7.374 -7.338 -2.216  -1.1193
91 C 5.952 -6.701 -1.974  -0.5658
92 C 6.197 -5.207 -1.777  -1.1582
93 C 6.761 -4.518 -2.983  1.3105
94 N 7.944 -5.283 -3.444  0.7039
95 O 8.917 -4.513 -4.126  -0.2380
96 C 7.125 -3.078 -2.629  -1.6987
97 C 5.742 -4.497 -4.160  -1.6481
98 C 7.322 -7.436 -4.738  -1.3873
99 H 9.609 -8.363 -3.561  0.4005
100 H 10.161 -6.891 -2.792  0.4255
101 H 10.061 -6.826 -4.402  0.4401
102 H 8.058 -7.221 -1.376  0.4092
103 H 7.215 -8.416 -2.243  0.4827
104 H 5.422 -7.104 -1.111  0.3986
105 H 5.269 -6.824 -2.814  0.3435
106 H 6.854 -5.077 -0.917  0.3876
107 H 5.237 -4.743 -1.551  0.4554
108 H 6.280 -2.440 -2.370  0.3864
109 H 7.569 -2.616 -3.511  0.4701
110 H 7.897 -3.065 -1.859  0.4110
111 H 5.147 -5.386 -4.370  0.3711
112 H 6.158 -4.195 -5.121  0.4153
113 H 4.952 -3.794 -3.896  0.4511
114 H 6.349 -6.979 -4.922  0.2499
115 H 7.120 -8.506 -4.779  0.3919
116 H 7.844 -7.311 -5.687  0.4017
117 C 7.705 0.651 10.986  -1.5860
118 C 8.533 1.150 9.781  1.2339
119 C 9.976 0.535 9.902  -1.1905
120 C 10.874 0.808 8.641  -0.6575
121 C 10.171 0.050 7.462  -1.1461
122 C 8.754 0.558 7.160  1.2628
123 N 7.925 0.657 8.456  0.7849
124 O 6.561 0.537 8.328  -0.2645
125 C 8.041 -0.487 6.315  -1.7340
126 C 8.779 1.897 6.418  -1.5217
127 C 8.657 2.662 9.790  -1.6259
128 H 7.675 -0.437 10.941  0.4429
129 H 6.666 0.976 11.033  0.3829
130 H 8.210 0.843 11.932  0.4019
131 H 9.828 -0.522 10.121  0.4580
132 H 10.513 0.898 10.778  0.4656
133 H 11.834 0.346 8.871  0.4250
134 H 11.102 1.871 8.562  0.3383
135 H 10.209 -1.019 7.676  0.4750
136 H 10.883 -0.024 6.640  0.5053
137 H 7.057 -0.218 5.931  0.4082
138 H 7.912 -1.407 6.886  0.4541
139 H 8.723 -0.615 5.475  0.4287
140 H 9.307 2.670 6.977  0.2844
141 H 7.827 2.263 6.032  0.4173
142 H 9.400 1.873 5.523  0.4062
143 H 7.672 3.114 9.670  0.4271
144 H 9.297 3.164 9.064  0.3169
145 H 9.073 3.080 10.707  0.4066
146 C -3.984 -3.286 5.438  -1.7002
147 C -3.429 -4.594 5.948  1.5312
148 C -3.936 -5.635 4.883  -1.2925
149 C -3.257 -7.046 4.955  -0.6910
150 C -1.775 -6.793 4.774  -1.1909
151 C -1.151 -5.874 5.863  1.2166
152 N -1.885 -4.549 5.956  0.5928
153 O -1.130 -3.493 6.515  -0.2447
154 C 0.338 -5.754 5.406  -1.6917
155 C -1.173 -6.564 7.299  -1.3875
156 C -3.848 -4.901 7.411  -1.6027
157 H -3.978 -2.414 6.093  0.3840
158 H -4.986 -3.516 5.075  0.4072
159 H -3.487 -2.940 4.532  0.4729
160 H -3.810 -5.218 3.884  0.4874
161 H -5.021 -5.717 4.950  0.5219
162 H -3.735 -7.654 4.187  0.4168
163 H -3.401 -7.525 5.923  0.3212
164 H -1.575 -6.581 3.724  0.4123
165 H -1.274 -7.757 4.862  0.4345
166 H 0.884 -4.986 5.954  0.4610
167 H 0.466 -5.359 4.399  0.4264
168 H 0.909 -6.636 5.695  0.4090
169 H -2.173 -6.943 7.513  0.2616
170 H -0.925 -5.838 8.073  0.3381
171 H -0.507 -7.426 7.329  0.4353
172 H -4.902 -4.691 7.593  0.4078
173 H -3.170 -4.457 8.139  0.4139
174 H -3.892 -5.963 7.652  0.3529
175 C -2.876 8.038 2.146  -1.1350
176 C -3.180 9.475 2.381  -0.4355
177 N -2.200 10.380 1.775  0.2066
178 C -0.904 10.721 2.136  -0.4017
179 C -0.464 11.781 1.335  -0.2292
180 N -1.483 11.991 0.447  0.1060
181 C -2.574 11.206 0.738  -0.1976
182 C -1.500 13.000 -0.541  -0.7827
183 H -3.037 7.690 1.126  0.3282
184 H -3.585 7.446 2.726  0.3559
185 H -1.885 7.648 2.377  0.3497
186 H -3.238 9.666 3.452  0.3524
187 H -4.195 9.666 2.032  0.2994
188 H -0.351 10.269 2.945  0.4319
189 H 0.473 12.315 1.281  0.4290
190 H -3.558 11.141 0.297  0.3549
191 H -1.473 12.599 -1.554  0.3074
192 H -0.642 13.641 -0.336  0.3009
193 H -2.423 13.578 -0.485  0.3596
194 C 1.952 2.123 2.158  -0.7981
195 C 0.851 1.070 1.866  0.6023
196 O 1.141 -0.132 2.142  -0.6729
197 O -0.210 1.344 1.274  -0.6783
198 H 1.506 3.116 2.208  0.2696
199 H 2.741 2.152 1.407  0.1956
200 H 2.306 2.137 3.189  0.2744

The HOMO energy is -13.603 eV. For the largest force on an atom, the calculation gives 10.3 eV/A. As for the HOMO-LUMO gap: 1.086 eV. The net charge is +6. Its LUMO energy is -12.5 eV.